No. 1
A molecular structure, C23H21N3O3W, computed with ωB97M-V/def2-TZVPD.

Positions of all 51 atoms, in Å:
W -0.27 0.37 -1.45
C -0.23 1.85 2.46
C -0.47 3.02 1.54
C -0.09 4.31 1.92
C -0.36 5.39 1.09
C -1.02 5.20 -0.11
C -1.41 3.92 -0.51
C -2.15 3.70 -1.80
C -1.10 2.85 0.31
N -1.40 1.51 -0.12
C -2.58 0.98 0.32
O -3.49 1.52 0.92
C -2.61 -0.53 0.06
C -3.62 -1.42 0.36
C -3.35 -2.78 0.17
C -2.10 -3.23 -0.25
C -1.15 -2.27 -0.53
N -1.45 -0.98 -0.40
C 0.33 -2.49 -0.87
O 0.83 -3.56 -0.59
N 0.91 -1.34 -1.34
C 2.31 -1.26 -1.59
C 3.08 -2.25 -2.22
C 2.49 -3.48 -2.86
C 4.44 -2.01 -2.37
C 5.04 -0.83 -1.96
C 4.25 0.18 -1.45
C 2.89 -0.02 -1.29
C 2.00 1.12 -0.86
H 0.25 2.18 3.38
H 0.41 1.09 2.00
H -1.17 1.36 2.71
H 0.41 4.46 2.87
H -0.06 6.39 1.39
H -1.24 6.04 -0.74
H -2.33 4.65 -2.31
H -3.11 3.22 -1.62
H -1.59 3.05 -2.48
H -4.57 -1.06 0.73
H -4.13 -3.50 0.39
H -1.85 -4.27 -0.35
H 1.49 -3.28 -3.24
H 2.41 -4.30 -2.15
H 3.12 -3.79 -3.69
H 5.04 -2.78 -2.85
H 6.10 -0.68 -2.10
H 4.68 1.14 -1.19
H 2.56 1.99 -0.53
H 1.36 0.89 0.02
H 1.41 1.57 -1.71
O -0.75 0.64 -3.04

* HOMO: -7.4 eV
* HOMO-LUMO gap: 0.2378 Eh
* energy: -36632.5270 eV


No. 2
C23H21N5O2S in the gas phase, computed with ωB97M-V/def2-TZVPD.

Positions of all 52 atoms, in Å:
C -3.29 -4.24 1.40
C -2.47 -3.37 0.84
C -2.76 -2.69 -0.47
N -2.96 -1.26 -0.27
C -4.24 -0.73 -0.28
O -5.21 -1.44 -0.48
C -4.32 0.72 -0.04
C -5.58 1.32 -0.04
C -5.71 2.68 0.18
C -4.58 3.45 0.40
C -3.32 2.88 0.41
C -3.19 1.51 0.18
N -1.96 0.87 0.16
C -0.64 1.24 0.31
S -0.06 2.85 0.57
C 1.70 2.50 0.35
C 1.89 1.84 -1.02
O 1.18 2.15 -1.95
N 2.85 0.89 -1.12
C 2.78 -0.02 -2.25
C 2.37 -1.39 -1.72
C 3.47 -1.92 -0.80
C 4.07 -0.84 0.06
C 4.99 -1.19 1.04
C 5.63 -0.23 1.81
C 5.36 1.11 1.58
C 4.45 1.48 0.61
C 3.77 0.52 -0.13
N 0.14 0.21 0.20
N -0.62 -0.88 -0.03
C -1.86 -0.49 -0.05
H -3.06 -4.71 2.34
H -4.21 -4.53 0.93
H -1.54 -3.07 1.31
H -1.91 -2.81 -1.15
H -3.68 -3.08 -0.92
H -6.43 0.69 -0.22
H -6.68 3.13 0.17
H -4.67 4.51 0.58
H -2.44 3.48 0.58
H 2.19 3.47 0.39
H 2.03 1.86 1.17
H 3.76 -0.06 -2.74
H 2.05 0.37 -2.95
H 1.44 -1.28 -1.17
H 2.21 -2.08 -2.55
H 4.28 -2.36 -1.39
H 3.07 -2.71 -0.16
H 5.21 -2.23 1.19
H 6.33 -0.53 2.57
H 5.88 1.87 2.15
H 4.28 2.52 0.41

* ΔE to the lowest compared entry with this formula, charge and spin: 19.6 kcal per mole
* HOMO: -8.3 eV
* HOMO-LUMO gap: 0.3115 Eh
* energy: -46573.3049 eV


No. 3
A molecular structure, C23H22BaBr3N3O3S3, computed with ωB97M-V/def2-TZVPD.

Positions of all 58 atoms, in Å:
Ba -0.65 1.14 -0.38
Br -1.79 3.85 1.18
C -2.93 4.15 -0.35
Br -1.90 4.15 -1.98
H -3.41 5.11 -0.24
H -3.64 3.33 -0.40
C -5.14 -1.99 0.53
C -4.24 -0.80 0.37
N -4.22 0.17 1.20
O -5.12 -0.04 2.24
C -3.30 -0.74 -0.77
C -3.05 -1.98 -1.58
N -2.72 0.38 -1.01
O -1.82 0.45 -1.98
H -6.03 -1.71 1.09
H -4.62 -2.78 1.09
H -5.43 -2.40 -0.43
H -5.02 0.76 2.76
H -2.83 -2.83 -0.93
H -2.20 -1.79 -2.24
H -3.91 -2.24 -2.19
O 1.02 1.02 0.87
C 1.59 -0.14 1.32
C 2.29 -0.81 0.14
C 1.71 -1.51 -0.88
C 2.62 -1.80 -1.94
C 3.86 -1.31 -1.70
S 3.95 -0.51 -0.19
C 2.55 0.10 2.48
C 2.85 1.30 3.05
C 3.76 1.20 4.13
C 4.14 -0.09 4.37
S 3.38 -1.18 3.28
C 0.49 -1.09 1.81
C 0.44 -2.44 1.89
C -0.82 -2.93 2.34
C -1.70 -1.92 2.58
S -1.00 -0.38 2.30
H 0.69 -1.86 -0.87
H 2.34 -2.34 -2.83
H 4.74 -1.40 -2.32
H 2.42 2.23 2.69
H 4.11 2.04 4.71
H 4.82 -0.46 5.12
H 1.27 -3.08 1.63
H -1.04 -3.98 2.47
H -2.72 -1.98 2.93
Br 5.21 2.34 -2.15
C 3.44 1.97 -2.71
C 3.20 1.56 -4.01
C 1.89 1.34 -4.39
C 0.88 1.56 -3.46
N 1.12 1.93 -2.21
C 2.38 2.13 -1.83
H 4.02 1.43 -4.70
H 1.66 1.01 -5.39
H -0.16 1.42 -3.72
H 2.55 2.42 -0.80

* ΔE to the lowest compared entry with this formula, charge and spin: 68.7 kcal per mole
* HOMO: -8.0 eV
* HOMO-LUMO gap: 0.3009 Eh
* energy: -278143.7434 eV


No. 4
A molecular structure, C23H22CdI2NO6Si, computed with ωB97M-V/def2-TZVPD.

Positions of all 56 atoms, in Å:
Cd -1.55 2.70 -0.24
O 1.18 0.50 -5.36
C 0.53 1.08 -4.31
C -0.86 1.11 -4.23
C -1.42 1.69 -3.11
N -0.64 2.24 -2.19
C 0.69 2.23 -2.25
C 1.33 1.64 -3.31
C 1.40 2.88 -1.05
O 2.62 2.97 -1.15
O 0.65 3.27 -0.09
C -2.92 1.71 -2.81
O -3.65 1.26 -3.68
O -3.26 2.16 -1.65
H 0.52 0.13 -5.95
H -1.50 0.66 -4.98
H 2.41 1.62 -3.36
C 0.33 -2.61 2.82
C -0.70 -1.48 2.74
C -0.66 -0.70 4.06
C -2.10 -2.08 2.55
Si -0.33 -0.38 1.26
O -1.48 0.79 1.06
C -0.47 -1.42 -0.30
C 0.42 -2.41 -0.73
C 0.19 -3.16 -1.88
C -0.96 -2.94 -2.63
C -1.87 -1.97 -2.23
C -1.62 -1.22 -1.08
C 1.37 0.35 1.45
C 1.58 1.33 2.43
C 2.82 1.93 2.61
C 3.88 1.57 1.79
C 3.70 0.62 0.81
C 2.46 0.02 0.63
H 0.15 -3.21 3.72
H 1.36 -2.22 2.89
H 0.28 -3.29 1.97
H -0.86 -1.38 4.89
H -1.42 0.09 4.10
H 0.31 -0.24 4.23
H -2.37 -2.70 3.42
H -2.16 -2.71 1.66
H -2.86 -1.30 2.45
H 1.33 -2.62 -0.16
H 0.90 -3.91 -2.19
H -1.14 -3.52 -3.53
H -2.78 -1.80 -2.79
H -2.35 -0.48 -0.76
H 0.75 1.66 3.06
H 2.94 2.70 3.36
H 4.85 2.05 1.92
H 4.52 0.36 0.14
H 2.33 -0.69 -0.18
I -2.35 2.45 2.42
I -3.49 4.65 3.74

* ΔE to the lowest compared entry with this formula, charge and spin: 4.6 kcal per mole
* HOMO: -6.5 eV
* net charge: -1
* HOMO-LUMO gap: 0.2935 Eh
* energy: -66633.8142 eV


No. 5
C23H22ClN3O2 in the gas phase, computed with ωB97M-V/def2-TZVPD.

Positions of all 51 atoms, in Å:
H -1.37 -2.19 -1.36
N -0.70 -2.32 -0.61
C -0.36 -1.26 0.00
N -0.71 0.06 -0.21
C -1.63 0.50 -1.23
C -3.07 0.30 -0.82
C -3.98 -0.28 -1.69
C -5.30 -0.47 -1.31
C -5.71 -0.07 -0.05
Cl -7.35 -0.29 0.43
C -4.81 0.51 0.84
C -3.50 0.69 0.44
C -0.05 0.85 0.70
C -0.03 2.22 0.88
C 0.78 2.72 1.89
C 1.54 1.89 2.69
C 1.52 0.51 2.51
C 0.73 0.00 1.51
N 0.50 -1.29 1.07
C 1.07 -2.50 1.61
C 2.12 -3.15 0.68
O 1.53 -3.96 -0.29
C 3.06 -2.07 0.06
O 2.39 -1.40 -0.98
C 2.48 -0.06 -1.14
C 1.67 0.46 -2.17
C 1.62 1.81 -2.41
C 2.38 2.69 -1.64
C 3.19 2.18 -0.65
C 3.26 0.82 -0.40
H -1.43 -0.05 -2.15
H -1.43 1.56 -1.42
H -3.67 -0.60 -2.67
H -6.01 -0.92 -1.99
H -5.14 0.82 1.82
H -2.80 1.14 1.13
H -0.62 2.88 0.27
H 0.81 3.79 2.06
H 2.16 2.31 3.47
H 2.12 -0.13 3.14
H 1.52 -2.26 2.57
H 0.27 -3.23 1.75
H 2.75 -3.81 1.29
H 0.75 -3.48 -0.65
H 3.38 -1.40 0.85
H 3.94 -2.57 -0.36
H 1.10 -0.24 -2.76
H 0.99 2.19 -3.20
H 2.33 3.75 -1.82
H 3.80 2.85 -0.05
H 3.92 0.47 0.37

* ΔE to the lowest compared entry with this formula, charge and spin: 0.0 kcal per mole
* HOMO: -7.7 eV
* HOMO-LUMO gap: 0.3065 Eh
* energy: -45296.6747 eV


No. 6
A molecular structure, C23H22ClNPSTl, computed with ωB97M-V/def2-TZVPD.

Positions of all 50 atoms, in Å:
Tl -1.57 -1.83 -0.12
Cl -0.55 0.67 0.26
P -0.21 0.08 -2.37
C -1.46 -0.64 -3.54
C -1.10 -1.51 -4.59
C -2.07 -2.32 -5.17
C -3.39 -2.29 -4.72
C -3.77 -1.32 -3.78
C -2.83 -0.44 -3.26
C -0.30 1.82 -2.86
C 0.56 2.71 -2.18
C 0.44 4.08 -2.40
C -0.57 4.56 -3.24
C -1.36 3.67 -3.98
C -1.21 2.30 -3.80
C 1.39 -0.38 -3.12
C 2.32 -1.19 -2.43
C 3.53 -1.51 -3.04
C 3.85 -0.99 -4.31
C 2.94 -0.18 -4.98
C 1.70 0.11 -4.40
H 1.31 2.32 -1.49
H 1.11 4.77 -1.89
H -0.73 5.64 -3.35
H -2.10 4.04 -4.69
H -1.79 1.62 -4.41
H -0.06 -1.56 -4.93
H -1.77 -3.01 -5.97
H -4.11 -3.02 -5.09
H -4.81 -1.26 -3.45
H -3.14 0.41 -2.64
H 2.08 -1.58 -1.44
H 4.24 -2.18 -2.54
H 4.82 -1.20 -4.77
H 3.16 0.22 -5.97
H 0.96 0.71 -4.94
H -0.63 -2.90 -2.22
H 0.12 -2.70 -2.15
S 0.97 -2.82 0.83
C 0.93 -2.74 2.52
N -0.27 -2.77 3.22
C -0.35 -2.46 4.55
C 0.79 -2.12 5.24
C 2.04 -2.37 4.65
C 2.12 -2.66 3.29
H -1.12 -2.93 2.68
H -1.35 -2.50 4.98
H 0.73 -1.70 6.25
H 2.94 -2.36 5.24
H 3.06 -2.82 2.76

* HOMO (spin up / spin down): -13.6 / -13.6 eV
* net charge: +2
* HOMO-LUMO gap (spin up / spin down): 0.1345 / 0.1345 Eh
* energy: -63020.4065 eV


No. 7
2 unconnected molecules or ions with the total composition C23H22F3O7S, computed with ωB97M-V/def2-TZVPD.

Positions of all 56 atoms, in Å:
C -5.65 0.50 4.43
C -4.23 0.33 3.99
C -3.69 -0.94 3.76
C -2.40 -1.08 3.27
C -1.57 0.04 3.00
C -0.28 -0.15 2.43
S 1.02 0.90 2.91
C 2.15 -0.33 3.81
F 3.37 0.22 3.95
F 1.64 -0.60 5.04
F 2.24 -1.48 3.11
O 1.75 1.39 1.76
O 0.61 1.82 3.95
C -2.11 1.32 3.32
C -3.41 1.45 3.78
H -5.87 1.56 4.56
H -6.35 0.10 3.68
H -5.86 -0.02 5.38
H -4.28 -1.84 3.97
H -1.95 -2.06 3.06
H 0.05 -1.13 2.07
H -1.50 2.20 3.19
H -3.82 2.44 4.01
C -3.39 -0.52 -5.15
O -3.30 -1.24 -3.89
C -2.32 -0.84 -3.03
C -2.28 -1.46 -1.75
C -1.24 -1.19 -0.90
C -0.16 -0.37 -1.32
C 1.07 -0.28 -0.55
C 2.29 -0.36 -1.14
C 3.54 -0.24 -0.33
O 3.61 -0.38 0.87
O 4.70 -0.06 -1.03
C 4.58 0.30 -2.44
C 4.09 1.73 -2.60
C 6.00 0.09 -2.99
O 3.72 -0.64 -3.10
C 2.53 -0.96 -2.49
O 1.78 -1.74 -3.03
C -0.29 0.35 -2.53
C -1.35 0.13 -3.38
H -4.27 -0.94 -5.64
H -3.52 0.56 -4.99
H -2.49 -0.68 -5.76
H -3.07 -2.16 -1.47
H -1.16 -1.64 0.09
H 1.04 -0.14 0.51
H 3.10 1.86 -2.17
H 4.80 2.40 -2.10
H 4.06 1.97 -3.67
H 6.29 -0.96 -2.81
H 6.03 0.30 -4.06
H 6.69 0.74 -2.45
H 0.47 1.09 -2.79
H -1.40 0.66 -4.33

* ΔE to the lowest compared entry with this formula, charge and spin: 0.0 kcal per mole
* HOMO: -3.3 eV
* net charge: -1
* HOMO-LUMO gap: 0.2023 Eh
* energy: -57528.3374 eV


No. 8
A molecular structure, C23H22N3O2ReS4SbSe4, computed with ωB97M-V/def2-TZVPD.

Positions of all 60 atoms, in Å:
Re 0.40 -0.08 0.33
C 3.36 -1.13 0.70
N 2.36 -0.24 1.35
C 2.82 1.17 1.34
C 1.71 2.09 1.80
N 0.54 2.03 0.85
C 0.78 2.98 -0.28
C -0.75 2.40 1.46
C -0.82 3.37 2.44
C -2.05 3.72 2.99
C -3.22 3.11 2.54
C -3.15 2.16 1.54
C -1.92 1.79 1.00
S -1.87 0.42 -0.12
C 2.17 -0.75 2.73
C 3.14 -0.58 3.71
C 2.95 -1.10 4.98
C 1.79 -1.80 5.27
C 0.83 -1.99 4.29
C 1.02 -1.46 3.01
S -0.27 -1.64 1.80
H 3.55 -0.80 -0.32
H 4.30 -1.13 1.26
H 2.97 -2.14 0.67
H 3.12 1.41 0.32
H 3.70 1.32 1.97
H 2.09 3.11 1.87
H 1.37 1.79 2.79
H 0.88 3.99 0.12
H -0.06 2.97 -0.96
H 1.70 2.72 -0.81
H 0.07 3.87 2.79
H -2.09 4.47 3.77
H -4.17 3.38 2.97
H -4.05 1.67 1.18
H 4.06 -0.05 3.49
H 3.71 -0.96 5.73
H 1.63 -2.21 6.26
H -0.08 -2.54 4.50
O 3.15 -4.16 -3.42
S 2.00 -5.02 -3.39
O 2.13 -6.37 -2.96
N 0.88 -4.15 -2.46
C 0.03 -3.59 -3.24
S -0.88 -2.18 -2.65
C 0.03 -4.01 -4.66
C -0.83 -3.65 -5.68
C -0.62 -4.21 -6.94
C 0.44 -5.08 -7.17
C 1.33 -5.41 -6.15
C 1.10 -4.86 -4.91
H -1.64 -2.96 -5.50
H -1.30 -3.98 -7.75
H 0.58 -5.50 -8.15
H 2.16 -6.08 -6.32
Se -1.99 1.30 -2.40
Sb 0.72 1.06 -3.22
Se 0.93 -1.32 -1.53
Se 0.39 0.19 -5.36
Se -2.34 3.46 -2.27

* HOMO: -10.2 eV
* net charge: +1
* HOMO-LUMO gap: 0.2125 Eh
* energy: -346161.2742 eV


No. 9
A molecular structure, C23H22N8O2Pd, computed with ωB97M-V/def2-TZVPD.

Positions of all 56 atoms, in Å:
Pd 0.12 -0.35 -0.03
O -3.64 -2.45 -0.85
C -2.89 -1.69 -0.32
N -1.84 -1.94 0.55
C -1.88 -2.17 1.79
C -3.01 -2.71 2.55
C -2.79 -3.12 3.80
C -1.49 -2.98 4.44
C -0.43 -2.37 3.85
C -0.62 -1.83 2.53
N 0.16 -0.97 1.94
C 1.46 -0.68 2.48
O 1.68 -0.38 3.62
C 2.51 -0.85 1.43
C 3.84 -0.96 1.74
C 4.73 -1.24 0.71
C 4.24 -1.39 -0.58
C 2.88 -1.23 -0.82
N 2.03 -0.96 0.17
C -2.89 -0.18 -0.53
C -4.07 0.45 -0.89
C -4.10 1.84 -0.92
C -2.96 2.54 -0.60
C -1.80 1.84 -0.28
N -1.76 0.51 -0.25
H -3.95 -2.87 2.03
H -3.58 -3.61 4.36
H -1.38 -3.34 5.45
H 0.49 -2.22 4.38
H 4.16 -0.85 2.76
H 5.79 -1.35 0.91
H 4.90 -1.63 -1.40
H 2.47 -1.34 -1.81
H -4.93 -0.16 -1.11
H -5.02 2.35 -1.18
H -2.94 3.62 -0.59
H -0.87 2.36 -0.07
C 1.50 -2.35 -5.46
C 1.90 -0.93 -5.88
C 3.28 -0.55 -5.35
C 0.85 0.11 -5.50
N 0.80 0.38 -4.05
C 1.30 1.42 -3.36
N 1.06 1.24 -2.08
N 0.38 0.07 -2.05
N 0.23 -0.45 -3.21
H 2.28 -3.05 -5.76
H 0.57 -2.65 -5.94
H 1.37 -2.43 -4.38
H 1.93 -0.89 -6.97
H 3.33 -0.64 -4.26
H 3.55 0.47 -5.62
H 4.04 -1.21 -5.76
H -0.16 -0.19 -5.80
H 1.08 1.07 -5.97
H 1.82 2.25 -3.80

* ΔE to the lowest compared entry with this formula, charge and spin: 10.3 kcal per mole
* HOMO: -15.1 eV
* net charge: +2
* HOMO-LUMO gap: 0.2712 Eh
* energy: -43688.2823 eV


Number 1: largest force on an atom 0.01068 hartree/bohr. Number 2: largest force on an atom 0.02711 hartree/bohr. Number 3: largest force on an atom 0.10844 hartree/bohr. Number 4: largest force on an atom 0.01961 hartree/bohr. Number 5: largest force on an atom 0.01321 hartree/bohr. Number 6: largest force on an atom 0.09087 hartree/bohr. Number 7: largest force on an atom 0.04949 hartree/bohr. Number 8: largest force on an atom 0.02923 hartree/bohr. Number 9: largest force on an atom 0.02945 hartree/bohr.